[1]
19
Properties=species:S:1:pos:R:3:nbo_charge:R:1 method="wB97M-V/def2-TZVPD" fmax_ha_per_bohr=0.027 multiplicity=1 de_lowest_ev=3.703 homo_lumo_gap_ev=10.09 homo_energy_ev=-9.4
C 0.508 0.646 -0.705 0.13
C 1.331 -0.432 0.054 -0.56
C -2.152 -0.053 1.399 -0.25
C 1.433 1.531 -1.524 -0.62
C 0.510 -1.471 0.669 0.64
O -1.407 -1.054 0.748 -0.83
O -0.431 0.059 -1.575 -0.74
N 0.295 -2.593 1.022 -0.58
H -1.056 -0.443 -1.012 0.51
H -0.001 1.253 0.055 0.17
H -0.815 -2.455 1.163 0.48
H 1.944 0.035 0.830 0.25
H 1.993 -0.946 -0.650 0.26
H -1.724 0.218 2.375 0.15
H -2.221 0.859 0.790 0.16
H -3.175 -0.409 1.565 0.18
H 1.927 0.942 -2.299 0.21
H 0.850 2.312 -2.010 0.23
H 2.192 2.000 -0.894 0.21

=====

[2]
19
Properties=species:S:1:pos:R:3:nbo_charge:R:1 method="wB97M-V/def2-TZVPD" fmax_ha_per_bohr=0.076 smiles="C=C(N)CCC=O.O" multiplicity=1 de_lowest_ev=2.754 homo_lumo_gap_ev=9.04 homo_energy_ev=-8.5
O 2.464 0.823 2.066 -0.50
C 1.278 0.611 2.085 0.42
C 0.710 -0.759 1.707 -0.52
C -0.551 -0.644 0.724 -0.45
C -0.244 -0.710 -0.723 0.18
C -1.178 -1.069 -1.637 -0.52
N 0.842 0.059 -1.165 -0.83
H 0.580 1.457 1.958 0.11
H 1.446 -1.277 1.106 0.24
H 0.498 -1.478 2.484 0.24
H -0.994 -1.578 1.100 0.24
H -1.194 0.178 0.910 0.22
H -1.057 -0.884 -2.671 0.21
H -2.018 -1.702 -1.354 0.21
H 0.742 0.608 -2.020 0.39
H 1.299 0.543 -0.398 0.37
H -2.111 0.798 -1.525 0.47
H -1.983 1.953 -2.398 0.45
O -2.611 1.221 -2.292 -0.93

=====

[3]
19
Properties=species:S:1:pos:R:3:nbo_charge:R:1 method="wB97M-V/def2-TZVPD" fmax_ha_per_bohr=0.074 multiplicity=1 de_lowest_ev=2.283 homo_lumo_gap_ev=10.32 homo_energy_ev=-9.4
C -1.727 -0.613 1.096 -0.26
C -0.629 0.639 -2.167 -0.72
C -0.896 0.758 -0.697 0.81
O -0.992 -0.563 -0.133 -0.55
O -1.320 1.745 -0.136 -0.57
H -1.835 -1.662 1.376 0.21
H -1.162 -0.097 1.877 0.18
H -2.708 -0.145 0.999 0.20
H 0.165 -0.084 -2.360 0.23
H -0.319 1.614 -2.550 0.24
H -1.544 0.330 -2.678 0.25
C 1.742 0.614 0.428 -0.70
C 1.435 -1.015 0.383 0.19
N 1.349 -1.698 1.457 -0.65
H 0.942 -1.178 2.236 0.33
H 1.814 -1.473 -0.537 0.16
H 2.819 0.649 0.604 0.23
H 1.630 1.166 -0.507 0.21
H 1.237 1.012 1.309 0.22

=====

[4]
19
Properties=species:S:1:pos:R:3:nbo_charge:R:1 method="wB97M-V/def2-TZVPD" fmax_ha_per_bohr=0.079 smiles="C[C@H](CO)N(C)C=O" multiplicity=1 de_lowest_ev=2.642 homo_lumo_gap_ev=9.87 homo_energy_ev=-9.2
C 1.525 -0.169 -0.582 0.51
N 0.299 -0.770 -0.384 -0.45
C 0.084 -2.030 -1.196 -0.39
C -0.910 1.497 -0.633 -0.66
C -0.800 0.108 0.059 -0.06
C -0.526 0.562 1.626 -0.08
O -1.624 1.341 2.064 -0.72
O 2.483 -0.752 -1.192 -0.63
H 1.702 0.897 -0.221 0.14
H 0.790 -2.723 -0.705 0.23
H 0.090 -1.899 -2.246 0.21
H -0.850 -2.353 -0.997 0.19
H -1.726 2.217 -0.051 0.25
H -1.070 1.439 -1.699 0.21
H -0.129 2.217 -0.629 0.22
H -1.785 -0.399 0.051 0.21
H -0.381 -0.389 2.197 0.17
H 0.332 1.191 1.858 0.18
H -2.176 0.669 2.497 0.47

=====

[5]
19
Properties=species:S:1:pos:R:3:mulliken_spin:R:1 method="wB97M-V/def2-TZVPD" fmax_ha_per_bohr=0.096 multiplicity=2 de_lowest_ev=2.974 total_charge=+1 homo_lumo_gap_ev="10.90 / 5.78" homo_energy_ev="-14.2 / -14.2"
C 1.809 -0.220 0.831 0.02
N 0.470 0.189 1.220 0.78
C -0.737 -0.053 0.261 -0.02
C -0.542 0.724 -1.113 0.10
C -0.568 2.253 -1.197 0.00
O 0.438 2.880 -0.982 0.02
C -0.656 -1.619 -0.145 0.02
O -1.078 -2.403 0.911 0.01
H 2.264 0.256 -0.180 0.08
H 1.770 -1.225 0.731 0.01
H 2.471 0.209 1.582 0.01
H 0.379 1.067 1.621 -0.02
H -1.614 0.236 0.745 0.00
H -1.388 0.305 -1.794 0.00
H 0.390 0.400 -1.435 -0.01
H -1.427 2.819 -1.519 0.00
H 0.340 -1.956 -0.317 0.00
H -1.243 -1.774 -1.028 0.00
H -1.078 -2.086 1.809 0.00

=====

[6]
20
Properties=species:S:1:pos:R:3:nbo_charge:R:1 method="wB97M-V/def2-TZVPD" fmax_ha_per_bohr=0.067 smiles="CC[C@@H]([C@H](C)O)[N+](=O)[O-]" multiplicity=1 de_lowest_ev=4.534 homo_lumo_gap_ev=10.86 homo_energy_ev=-10.5
C -1.801 -2.145 -0.292 -0.63
C 1.041 2.109 -0.657 -0.65
C -1.065 -1.079 0.578 -0.39
C 0.027 -0.237 -0.267 -0.13
C 0.131 1.321 0.228 0.10
N 1.360 -0.749 0.048 0.52
O 2.100 -1.133 -0.832 -0.37
O 1.677 -0.691 1.230 -0.41
O 0.420 1.543 1.570 -0.70
H -1.013 -2.731 -0.793 0.21
H -2.427 -1.791 -1.185 0.21
H -2.362 -2.891 0.312 0.22
H 1.930 1.619 -0.933 0.22
H 1.132 3.099 -0.232 0.23
H 0.590 2.367 -1.713 0.21
H -1.692 -0.328 1.012 0.21
H -0.505 -1.476 1.384 0.23
H -0.099 -0.205 -1.349 0.23
H -0.785 1.823 0.080 0.19
H 1.341 1.575 1.813 0.49